A 9-piece molecular cluster, C46H119N9O14 overall at a distorted geometry. Source: the Open Molecules 2025 dataset; level of theory: ωB97M-V/def2-TZVPD.

```
188
Properties=species:S:1:pos:R:3:forces:R:3
C 2.7543 5.1295 2.2296 -0.32 -0.61 -0.73
O 1.9014 4.2897 1.4719 0.41 0.62 -0.21
C 2.0115 2.9685 1.8309 -2.73 -2.38 0.55
C 0.5385 2.4820 2.1532 -0.44 -0.98 -1.12
N 0.2701 1.0436 1.9667 0.42 -0.84 0.03
C -1.1455 0.6555 1.8202 0.29 -1.36 -1.17
C -1.3871 -0.5655 0.8898 0.58 -0.49 0.50
O -0.7748 -0.5150 -0.4445 -1.70 0.27 0.24
C -1.6937 -1.0901 -1.4144 0.41 -1.11 0.48
H 2.8073 6.0615 1.6669 0.01 0.17 0.56
H 3.7281 4.6397 2.2375 0.37 0.37 0.37
H 2.3127 5.1806 3.2248 0.43 0.59 0.21
H 2.5275 2.6880 2.7492 0.66 0.79 0.19
H 2.4438 2.3477 1.0461 0.06 0.02 -0.41
H -0.1842 2.8704 1.4356 0.25 1.47 0.18
H 0.2924 2.7470 3.1815 -0.14 0.27 -0.09
H 0.7208 0.7552 1.1101 0.20 0.00 -0.17
H -1.8360 1.3474 1.3380 0.28 1.06 0.62
H -1.5537 0.2643 2.7521 0.00 0.77 0.06
H -2.4606 -0.7532 0.8683 -0.32 0.74 -0.56
H -1.0995 -1.4787 1.4108 0.97 -0.23 -0.20
H -1.1736 -1.5732 -2.2415 0.63 0.23 0.14
H -2.4671 -0.4867 -1.8898 0.14 0.88 0.56
H -2.2019 -1.9043 -0.8978 -0.24 -0.15 -0.12
C -9.0197 0.7928 -9.4880 1.27 -0.90 0.77
O -7.6258 0.4388 -9.3602 0.80 0.73 0.62
C -6.9289 0.7837 -8.1344 0.24 -1.23 0.02
C -5.5714 -0.0211 -7.9673 -1.89 0.37 0.13
N -4.5219 0.2765 -8.9047 -1.85 1.44 -1.21
C -3.2468 -0.1873 -8.5172 0.41 0.61 0.76
C -2.8328 0.4509 -7.1554 0.56 -1.77 -0.52
O -3.1600 -0.4898 -6.1533 0.49 -0.25 1.20
C -2.5413 -0.2235 -4.8938 0.42 -0.56 -0.32
H -9.6087 0.2515 -8.7477 -0.08 -0.14 0.25
H -9.2716 0.3675 -10.4595 -0.28 0.71 -0.06
H -9.1978 1.8531 -9.3087 0.02 0.13 -0.59
H -7.5685 0.4925 -7.3012 -0.12 -0.41 0.24
H -6.7364 1.8333 -7.9119 -0.02 0.47 -0.96
H -5.8264 -1.0758 -8.0707 -0.22 -0.39 0.41
H -5.2473 0.1539 -6.9415 -0.04 0.00 -0.05
H -4.8145 -0.2475 -9.7170 0.23 0.42 -0.59
H -2.5127 0.0878 -9.2745 0.00 0.06 -0.05
H -3.3401 -1.2733 -8.5177 0.98 -0.43 0.88
H -3.2994 1.3963 -6.8787 -0.02 0.31 -0.71
H -1.7448 0.5162 -7.1566 0.18 0.54 -0.05
H -2.0215 -1.1181 -4.5510 -0.88 -0.67 0.34
H -3.2730 0.1742 -4.1906 0.12 -0.10 0.20
H -1.6376 0.3859 -4.9005 -0.28 0.94 -0.67
C 3.2200 0.7292 5.6991 1.01 -0.31 -0.65
O 3.9980 -0.4215 6.0529 -1.19 0.23 0.12
C 4.6429 -0.3487 7.3046 1.23 0.62 -0.44
C 3.8419 -0.6594 8.5680 -0.24 -0.62 -2.48
N 3.7232 -2.1366 8.7282 0.43 2.59 1.46
C 4.5516 -2.6293 9.8251 -0.78 -3.37 -1.36
C 5.8207 -3.4527 9.3683 0.50 1.80 1.37
O 6.9996 -2.6423 9.1999 -0.01 -1.11 -0.19
C 7.5196 -2.1292 10.3844 -0.31 2.27 0.33
H 3.8061 1.6365 5.8453 0.28 0.19 0.14
H 2.2617 0.9154 6.1840 -0.09 -0.66 0.21
H 3.1069 0.5999 4.6227 -0.55 0.18 0.02
H 5.1601 0.6104 7.3311 -0.32 0.72 0.41
H 5.5134 -0.9945 7.1898 -0.17 -0.65 0.36
H 2.8355 -0.2734 8.4063 -0.11 0.29 0.18
H 4.3153 -0.0510 9.3386 -0.07 -0.84 0.62
H 3.9060 -2.6356 7.8694 0.14 0.24 -0.05
H 3.8878 -3.4212 10.1719 0.25 -0.57 0.66
H 4.6147 -2.0188 10.7259 0.52 0.54 -0.59
H 5.7726 -4.0005 8.4271 -0.76 0.18 0.02
H 5.9893 -4.1693 10.1721 0.25 -0.25 0.06
H 6.9489 -1.2397 10.6515 -0.59 0.23 0.31
H 8.4722 -1.6323 10.2008 0.42 -0.81 -0.19
H 7.5233 -2.7042 11.3104 0.16 -0.86 -0.41
C 12.6331 -0.3579 -1.7124 -1.25 -1.40 1.30
O 12.3823 0.9275 -1.2087 -0.64 2.17 0.44
C 11.3655 1.1182 -0.2329 -0.47 -0.54 -0.09
C 9.9048 0.9860 -0.8286 -1.29 1.47 0.22
N 8.6853 1.4898 -0.0395 4.17 -2.05 1.90
C 8.8989 1.4957 1.4077 -2.45 1.62 -1.11
C 7.5077 1.8832 1.9890 1.61 -1.79 0.95
O 6.8023 0.6441 1.9514 1.06 0.63 -0.73
C 5.6110 0.5383 2.6655 -1.61 -0.02 0.63
H 11.6730 -0.8009 -1.9773 0.03 -0.22 -0.75
H 12.9577 -0.9874 -0.8838 0.51 -0.17 0.03
H 13.3547 -0.4200 -2.5270 -0.21 0.68 0.15
H 11.4853 2.0540 0.3129 0.34 0.41 -0.75
H 11.4270 0.3984 0.5834 0.20 -0.57 -0.06
H 9.6885 -0.0816 -0.8673 -0.27 -0.14 -0.80
H 9.7012 1.5778 -1.7210 0.86 -0.79 -0.82
H 7.7548 1.1784 -0.2789 -0.50 0.11 -0.67
H 9.6805 2.1935 1.7081 0.10 0.05 -0.31
H 9.1767 0.4929 1.7320 -0.06 -0.27 0.00
H 7.0018 2.6771 1.4395 0.05 0.16 0.09
H 7.8566 2.1770 2.9789 -1.16 0.32 0.56
H 5.0599 -0.3488 2.3533 0.46 -0.22 -0.11
H 4.9006 1.3417 2.4706 0.19 0.47 -0.10
H 5.7504 0.4651 3.7441 0.27 0.05 0.08
C -4.4824 -2.9665 1.1536 -0.57 0.07 -1.32
O -5.1462 -1.7152 1.0430 -0.37 -0.34 0.98
C -6.0335 -1.5561 -0.0691 1.21 1.41 0.56
C -6.6113 -0.1285 0.0905 0.14 0.08 -0.79
N -5.7580 0.9131 -0.4707 1.00 -0.62 -1.09
C -6.2199 2.2582 -0.3161 -0.24 -0.31 -0.99
C -5.2510 3.2816 -0.9726 0.13 0.82 1.32
O -3.8424 3.1561 -0.6408 -1.05 -0.05 -0.27
C -3.5303 3.5199 0.7112 -1.05 -0.56 -0.83
H -5.1730 -3.7949 0.9958 -0.30 -0.12 0.30
H -3.9745 -3.1028 2.1084 -0.06 0.44 -0.10
H -3.8075 -3.0345 0.3005 0.62 -0.19 0.12
H -6.7776 -2.3420 -0.1984 -0.17 -0.06 0.54
H -5.3976 -1.5621 -0.9544 -0.14 0.02 -0.46
H -6.8479 0.1509 1.1172 -0.19 -0.61 0.50
H -7.5408 -0.0943 -0.4779 -0.19 0.07 0.01
H -4.8173 0.9619 -0.1064 0.25 -0.89 0.22
H -6.4619 2.3721 0.7406 0.23 1.06 0.41
H -7.1743 2.3580 -0.8331 -0.17 0.20 -0.15
H -5.6376 4.2474 -0.6473 0.24 0.44 0.67
H -5.3366 3.4769 -2.0415 0.17 -1.29 -0.22
H -2.4516 3.3947 0.8059 -0.21 0.38 0.22
H -4.0685 2.8516 1.3834 0.27 -0.28 0.35
H -3.9376 4.5095 0.9181 0.53 0.37 0.04
C 0.4817 -4.1349 -0.5284 -0.80 -1.39 0.36
C 1.7638 -3.4903 -0.1435 0.48 1.53 -0.83
C 2.5945 -3.1928 -1.3517 0.09 0.38 -2.56
O 1.8702 -2.4618 -2.4106 0.85 -0.50 0.14
C 2.3731 -1.1882 -2.8596 -0.25 -0.44 1.77
N 1.4715 -2.2588 0.5715 0.39 -0.63 1.08
H -0.2590 -3.4320 -0.9099 0.33 -0.02 -0.50
H -0.0261 -4.6260 0.3017 0.19 0.17 0.43
H 0.6999 -4.9681 -1.1965 -0.29 0.23 -0.47
H 2.4715 -4.1946 0.2939 -0.42 -0.07 1.36
H 2.9272 -4.1500 -1.7534 -0.31 -0.30 -0.59
H 3.5648 -2.7470 -1.1329 -0.12 0.78 0.37
H 2.2458 -0.5321 -1.9985 -0.23 0.65 -0.11
H 1.7853 -0.8322 -3.7056 0.04 -0.25 0.10
H 3.4429 -1.1286 -3.0597 0.16 -0.60 -0.44
H 0.7623 -1.7405 0.0730 -0.01 0.21 -0.17
H 2.3078 -1.6996 0.6614 -0.05 0.20 0.06
C -0.2740 -5.7386 -4.2868 0.20 -0.83 0.97
C -1.8129 -5.8256 -4.3860 0.80 1.95 1.95
C -2.4401 -4.4872 -3.9099 -1.05 -0.84 -0.20
O -3.9130 -4.5673 -3.9736 1.11 0.31 0.90
C -4.6217 -3.3537 -3.6869 -0.05 -0.10 -0.47
N -2.1042 -5.9916 -5.7480 -0.44 -0.37 -1.62
H 0.0462 -6.7706 -4.4299 0.39 0.05 -0.16
H 0.1281 -5.4244 -3.3236 -0.40 -0.08 0.30
H 0.2833 -5.1097 -4.9810 -0.61 0.13 -0.50
H -2.1392 -6.6395 -3.7384 -0.23 -0.13 -0.13
H -2.1135 -3.7762 -4.6688 0.14 0.60 0.29
H -2.0729 -4.2747 -2.9059 -0.26 0.45 0.17
H -4.3358 -2.7596 -2.8189 0.94 -0.25 0.23
H -5.6645 -3.5635 -3.4487 -0.02 -0.57 -0.40
H -4.5964 -2.6983 -4.5574 0.03 0.15 -0.09
H -1.4577 -5.3334 -6.1590 -0.03 -0.08 -0.91
H -3.0135 -5.5788 -5.8996 -0.47 -0.30 -0.36
C -2.2207 5.3856 -4.5392 -0.45 0.25 -0.74
C -1.1722 4.5078 -3.9003 -1.71 0.44 -0.58
C -0.9824 3.1514 -4.6161 0.92 1.02 1.56
O 0.0364 2.4628 -3.8942 0.04 -0.72 1.14
C -0.2885 2.1099 -2.5179 0.01 -0.21 -0.96
N 0.0627 5.2672 -3.8787 0.69 -0.50 0.12
H -2.1235 6.3899 -4.1267 -0.23 0.00 0.10
H -3.2451 5.0320 -4.4228 -0.02 -0.08 0.28
H -2.0727 5.4986 -5.6131 0.24 -0.06 -0.13
H -1.4760 4.4740 -2.8540 -0.45 -1.19 0.04
H -0.5162 3.3537 -5.5804 -0.29 -0.04 -0.20
H -1.8713 2.5280 -4.7128 -0.24 0.28 0.04
H -0.5032 2.9292 -1.8317 0.29 0.46 -0.28
H 0.5714 1.5526 -2.1464 -0.15 -0.04 -0.05
H -1.1867 1.4939 -2.4742 0.00 -0.28 -0.16
H -0.0039 5.7275 -2.9821 0.44 0.70 0.00
H 0.7372 4.5392 -3.6912 0.84 -0.01 -0.10
C -5.6587 -0.1253 4.7590 -0.13 1.11 0.51
C -4.4765 0.8061 4.4352 -0.10 -0.51 1.33
C -3.4374 0.9843 5.6067 -1.01 -0.42 -1.19
O -4.0584 1.6117 6.6784 -1.63 -1.01 -0.87
C -3.2400 2.2512 7.5809 -0.47 0.73 -0.34
N -3.9039 0.2042 3.2663 1.04 1.21 -0.63
H -5.2431 -1.1154 4.9462 -0.15 0.02 0.71
H -6.2915 -0.2920 3.8873 -0.02 0.37 -0.24
H -6.2970 0.3201 5.5221 0.02 -0.60 0.42
H -4.7543 1.8373 4.2172 -0.50 0.01 -0.12
H -2.6467 1.6163 5.2023 0.46 -0.03 -0.01
H -3.0655 0.0168 5.9439 0.41 -0.30 -0.19
H -3.9911 2.7185 8.2178 0.70 0.14 0.65
H -2.7333 3.0157 6.9920 0.70 0.35 0.52
H -2.5564 1.5706 8.0884 0.11 0.10 0.24
H -3.2555 -0.5271 3.5212 -0.44 -0.46 -0.31
H -4.7046 -0.0762 2.7182 0.67 -0.83 -0.46
```
Positions in Å, forces in eV/Å.

## Properties
Energy relative to the best compared isomer or geometry (same formula, charge and spin)   0.00 kcal/mol
⟨S²⟩   0.75
Electronic energy   -91683.391 eV
Charge   +1
Spin multiplicity   2
Kohn-Sham gap (alpha / beta)   6.652 / 1.987 eV

These are the Löwdin partial charges, in e, on atoms 1 to 2: atom 1 (C): -0.081, atom 2 (O): -0.187